[1]
C17H15BrN3Pb as an isolated structure in a non-equilibrium geometry, computed with the ωB97M-V functional and the def2-TZVPD basis.

Total energy = -97621.3049 eV
Net charge = +1
Strongest force on any atom = 5.69 eV Å⁻¹

Each line ends with the Löwdin charge.
Positions of all 37 atoms, in Å:
Pb  0.000  0.000  0.000  1.3443
Br  -6.093  -4.907  -0.852  0.7662
C  -4.456  -3.965  -0.854  -0.6979
C  -3.363  -4.474  -1.552  -0.1041
C  -2.147  -3.777  -1.554  -0.0089
C  -2.010  -2.568  -0.863  -0.2663
C  -3.128  -2.080  -0.170  -0.0382
C  -4.344  -2.767  -0.160  -0.1124
N  -0.856  -1.775  -0.785  -0.1583
C  0.282  -2.066  -1.367  -0.1652
C  1.649  -1.339  -1.404  -0.2879
C  2.625  -1.999  -2.154  -0.0205
C  3.900  -1.444  -2.265  -0.0389
C  4.183  -0.243  -1.628  -0.0553
C  3.176  0.363  -0.900  -0.1071
N  1.934  -0.146  -0.774  -0.1398
H  -3.443  -5.411  -2.096  0.1100
H  -1.324  -4.210  -2.110  0.1042
H  -3.039  -1.141  0.374  0.0946
H  -5.187  -2.356  0.389  0.1084
H  0.330  -2.996  -1.957  0.1118
H  2.416  -2.938  -2.656  0.1223
H  4.668  -1.949  -2.845  0.1207
H  5.165  0.211  -1.697  0.1159
H  3.344  1.304  -0.383  0.1211
C  -2.249  4.038  -1.626  -0.0168
C  -0.911  4.067  -1.246  -0.0179
C  -0.332  2.892  -0.794  -0.1105
N  -0.991  1.717  -0.701  -0.1764
C  -2.289  1.719  -1.077  -0.0962
C  -2.955  2.842  -1.541  -0.0138
H  -2.738  4.939  -1.984  0.1270
H  -0.334  4.983  -1.300  0.1238
H  0.709  2.864  -0.486  0.1120
H  -2.796  0.762  -0.993  0.1052
H  -3.998  2.786  -1.829  0.1251
H  0.000  0.000  1.811  -0.0800

=====

[2]
C35H41Cl2FGaN2S2 as an isolated structure, computed with the ωB97M-V functional and the def2-TZVPD basis.

Total energy = -141754.3892 eV
Net charge = -1
Strongest force on any atom = 0.91 eV Å⁻¹

Each line ends with the Löwdin charge.
Positions of all 84 atoms, in Å:
Ga  -1.057  -0.597  -0.042  0.1365
S  -0.567  1.219  1.305  0.7623
C  -1.128  2.508  0.236  -0.5991
C  -1.068  3.822  0.729  -0.1287
C  -1.536  4.901  -0.002  -0.1173
C  -2.080  4.685  -1.265  -0.1213
C  -2.122  3.400  -1.776  -0.1506
C  -1.642  2.295  -1.056  -0.6614
S  -1.742  0.718  -1.845  0.6705
H  -0.650  3.974  1.718  0.0940
H  -1.483  5.901  0.416  0.0903
H  -2.463  5.513  -1.851  0.0892
H  -2.549  3.223  -2.759  0.0902
C  1.319  2.723  -4.015  -0.0721
C  1.927  1.578  -3.205  -0.3758
C  2.929  0.788  -4.060  -0.0577
C  2.608  2.042  -1.931  -0.1365
C  3.420  3.169  -1.953  -0.0470
C  4.133  3.556  -0.828  -0.0900
C  4.064  2.774  0.309  -0.0588
C  3.282  1.617  0.375  -0.1212
C  3.436  0.807  1.665  -0.3484
C  4.622  -0.163  1.547  -0.0607
C  2.207  0.073  2.199  -0.1758
C  2.510  1.280  -0.752  -0.1429
N  1.617  0.168  -0.739  0.0798
C  2.070  -0.987  -0.989  -0.1219
C  1.301  -2.205  -0.896  -0.3052
C  1.874  -3.445  -1.065  -0.0535
C  0.845  -4.384  -0.923  -0.0551
C  -0.328  -3.682  -0.672  -0.2415
N  -0.068  -2.321  -0.641  0.0544
C  -1.685  -4.363  -0.548  -0.5215
C  -1.588  -5.800  -1.075  -0.0855
C  -2.724  -3.636  -1.424  -0.0365
C  -2.107  -4.474  0.926  -0.0559
H  0.602  2.325  -4.738  0.0781
H  2.086  3.274  -4.569  0.0680
H  0.789  3.424  -3.369  0.0786
H  1.122  0.909  -2.928  0.0927
H  3.789  1.415  -4.320  0.0779
H  2.457  0.448  -4.988  0.0770
H  3.302  -0.092  -3.525  0.0673
H  3.503  3.745  -2.868  0.1056
H  4.747  4.450  -0.844  0.0938
H  4.640  3.054  1.186  0.1075
H  3.708  1.546  2.421  0.1214
H  4.382  -0.977  0.857  0.0697
H  4.848  -0.608  2.522  0.0769
H  5.517  0.344  1.178  0.0745
H  2.010  -0.854  1.662  0.0257
H  1.317  0.700  2.122  -0.0602
H  2.368  -0.186  3.251  0.0579
H  3.116  -1.131  -1.281  0.1313
H  2.924  -3.629  -1.257  0.1004
H  0.933  -5.457  -1.003  0.0904
H  -1.182  -5.821  -2.090  0.0855
H  -2.589  -6.239  -1.095  0.0841
H  -0.958  -6.425  -0.437  0.0763
H  -2.584  -3.927  -2.470  0.0879
H  -2.623  -2.560  -1.377  0.0328
H  -3.744  -3.900  -1.127  0.0896
H  -1.408  -5.129  1.455  0.0865
H  -3.114  -4.900  1.008  0.0873
H  -2.094  -3.519  1.432  0.0175
Cl  0.996  -1.622  5.325  0.5141
C  -0.015  -0.927  4.034  -0.9607
Cl  -0.010  -1.937  2.575  0.6518
H  0.373  0.044  3.769  -0.0107
H  -1.031  -0.856  4.390  0.0115
F  -4.842  2.851  4.194  0.0238
C  -4.382  1.914  3.324  -0.2972
C  -3.889  0.729  3.821  -0.0236
C  -3.433  -0.228  2.920  -0.0722
C  -3.462  -0.021  1.539  -0.3463
C  -2.957  -1.061  0.598  -0.2391
C  -3.984  1.194  1.088  -0.0525
C  -4.439  2.166  1.971  -0.0046
H  -3.872  0.559  4.891  0.1101
H  -3.055  -1.176  3.298  0.1024
H  -3.516  -1.038  -0.333  0.0360
H  -3.071  -2.044  1.034  0.0263
H  -4.016  1.386  0.021  0.1062
H  -4.839  3.109  1.615  0.1175

=====

[3]
C55H44ClFGeP3Pd as an isolated structure in a non-equilibrium geometry, computed with the ωB97M-V functional and the def2-TZVPD basis.

Energy relative to the best compared isomer or geometry (same formula, charge and spin) = 81.3 kcal per mole
Net charge = +3
Strongest force on any atom = 4.77 eV Å⁻¹

Each line ends with the Löwdin charge.
Positions of all 106 atoms, in Å:
Pd  -0.136  -0.475  -0.433  0.4153
F  0.347  0.671  3.757  -0.2836
Ge  0.189  0.385  1.967  0.9081
C  1.134  -1.436  2.292  -0.2391
C  0.969  -2.054  3.521  -0.0777
C  1.815  -3.088  3.888  -0.0137
C  2.819  -3.509  3.030  -0.0170
C  2.980  -2.901  1.799  -0.0696
C  2.124  -1.866  1.417  -0.4098
P  2.488  -1.016  -0.154  1.1094
C  2.719  -2.232  -1.479  -0.4309
C  3.214  -1.688  -2.673  -0.1460
C  3.541  -2.515  -3.729  -0.0442
C  3.315  -3.883  -3.619  -0.0303
C  2.816  -4.421  -2.440  -0.0421
C  2.516  -3.605  -1.361  -0.1358
C  4.204  -0.502  0.199  -0.3190
C  4.426  0.355  1.279  -0.0768
C  5.709  0.616  1.716  -0.0364
C  6.793  0.031  1.073  -0.0232
C  6.576  -0.824  0.000  -0.0361
C  5.297  -1.079  -0.455  -0.0635
C  1.327  2.009  1.485  -0.3018
C  2.110  2.624  2.448  -0.0917
C  2.947  3.667  2.069  -0.0293
C  2.971  4.098  0.752  -0.0289
C  2.149  3.522  -0.202  -0.0495
C  1.296  2.489  0.183  -0.3978
P  0.065  1.806  -0.974  1.0500
C  -1.397  2.854  -0.797  -0.3611
C  -1.433  4.004  -0.013  -0.0611
C  -2.580  4.777  0.001  -0.0411
C  -3.685  4.406  -0.752  -0.0328
C  -3.655  3.252  -1.524  -0.0481
C  -2.513  2.476  -1.551  -0.1019
C  0.626  2.162  -2.658  -0.3438
C  1.130  1.126  -3.446  -0.1100
C  1.553  1.386  -4.735  -0.0491
C  1.477  2.679  -5.240  -0.0241
C  0.994  3.716  -4.450  -0.0290
C  0.547  3.462  -3.168  -0.0736
C  -1.688  1.266  2.074  -0.2779
C  -1.789  2.379  2.879  -0.0718
C  -3.008  3.040  2.960  -0.0218
C  -4.096  2.587  2.233  -0.0336
C  -3.990  1.464  1.436  -0.0507
C  -2.773  0.784  1.364  -0.3929
P  -2.572  -0.719  0.367  1.0889
C  -4.157  -0.995  -0.474  -0.3669
C  -4.336  -0.860  -1.844  -0.0948
C  -5.572  -1.138  -2.405  -0.0433
C  -6.627  -1.547  -1.601  -0.0231
C  -6.455  -1.651  -0.228  -0.0279
C  -5.225  -1.392  0.341  -0.0893
C  -2.591  -2.102  1.541  -0.3896
C  -2.914  -3.364  1.018  -0.1466
C  -2.992  -4.458  1.855  -0.0354
C  -2.753  -4.306  3.216  -0.0179
C  -2.454  -3.054  3.739  -0.0421
C  -2.350  -1.952  2.906  -0.0820
H  0.217  -1.702  4.211  0.1051
H  1.711  -3.537  4.863  0.1280
H  3.500  -4.294  3.325  0.1290
H  3.792  -3.195  1.148  0.1212
H  3.363  -0.616  -2.734  0.1078
H  3.973  -2.109  -4.630  0.1219
H  3.542  -4.533  -4.450  0.1238
H  2.681  -5.488  -2.348  0.1224
H  2.182  -4.043  -0.430  0.0891
H  3.585  0.802  1.788  0.0786
H  5.865  1.279  2.553  0.1194
H  7.799  0.240  1.404  0.1243
H  7.411  -1.308  -0.484  0.1236
H  5.160  -1.758  -1.282  0.1019
H  2.093  2.276  3.471  0.1165
H  3.588  4.123  2.811  0.1270
H  3.616  4.916  0.466  0.1254
H  2.144  3.875  -1.224  0.1052
H  -0.570  4.298  0.568  0.1189
H  -2.608  5.684  0.584  0.1257
H  -4.572  5.019  -0.740  0.1247
H  -4.517  2.976  -2.111  0.1202
H  -2.461  1.576  -2.157  0.0948
H  1.160  0.119  -3.038  0.0439
H  1.930  0.590  -5.358  0.1155
H  1.781  2.877  -6.257  0.1248
H  0.958  4.721  -4.843  0.1261
H  0.132  4.257  -2.565  0.1181
H  -0.942  2.714  3.456  0.1163
H  -3.090  3.910  3.592  0.1287
H  -5.039  3.111  2.295  0.1291
H  -4.842  1.103  0.879  0.1101
H  -3.514  -0.548  -2.474  0.0843
H  -5.710  -1.047  -3.471  0.1198
H  -7.581  -1.794  -2.044  0.1261
H  -7.279  -1.943  0.406  0.1266
H  -5.088  -1.486  1.409  0.1232
H  -3.105  -3.485  -0.042  0.0997
H  -3.240  -5.426  1.446  0.1241
H  -2.803  -5.162  3.872  0.1254
H  -2.313  -2.937  4.803  0.1245
H  -2.116  -0.978  3.326  0.1037
Cl  -0.413  -2.892  -0.795  0.7902
C  -0.518  -1.813  -2.151  -0.3856
H  -1.534  -1.772  -2.544  0.0280
H  0.229  -2.057  -2.902  0.0478